# 1
The following is a quantum chemistry calculation of a molecular structure, C34H45F3NO2RhSe, from the OMol25 dataset.

Its HOMO-LUMO gap (alpha / beta) is 0.225 / 0.196 hartree. The HOMO energy (alpha / beta) comes out at -7.01 / -7.30 eV. Its expectation value of S² is 6.025. The calculation puts the energy relative to the best compared isomer or geometry (same formula, charge and spin) at 0.0 kJ/mol. The spin multiplicity is 5.

Cartesian coordinates (Å):
Rh1 0.083 -1.522 -1.217
C1 4.903 3.500 1.855
C2 3.389 3.308 1.770
C3 2.690 3.038 3.097
C4 2.738 4.574 1.190
C5 3.070 2.137 0.846
C6 1.868 1.973 0.191
C7 1.607 0.918 -0.683
Se1 0.117 0.938 -1.925
C8 -1.597 0.998 -1.033
C9 -2.000 2.122 -0.360
C10 -3.153 2.241 0.368
C11 -4.009 1.127 0.369
C12 -3.755 0.009 -0.381
C13 -2.423 -0.198 -0.922
O1 -2.022 -1.399 -1.238
C14 -4.781 -1.131 -0.487
C15 -4.855 -2.015 0.782
C16 -6.163 -0.390 -0.590
C17 -4.671 -2.085 -1.711
C18 -3.500 3.487 1.191
C19 -5.062 3.793 1.154
C20 -2.816 4.756 0.700
C21 -3.035 3.322 2.680
C22 2.495 -0.192 -0.683
O2 2.166 -1.407 -1.071
C23 3.842 0.067 -0.232
C24 3.997 1.120 0.639
C25 4.956 -0.943 -0.531
C26 5.001 -1.282 -2.067
C27 6.356 -0.476 -0.151
C28 4.693 -2.200 0.380
H1 5.144 4.511 2.240
H2 5.375 3.383 0.906
H3 5.389 2.818 2.562
H4 2.907 3.886 3.763
H5 2.959 2.083 3.560
H6 1.579 2.947 2.969
H7 3.082 5.465 1.670
H8 1.693 4.504 1.386
H9 2.906 4.655 0.130
H10 1.024 2.678 0.395
H11 -1.397 3.030 -0.357
H12 -4.914 1.149 1.004
H13 -5.012 -1.372 1.665
H14 -3.947 -2.623 0.968
H15 -5.785 -2.630 0.797
H16 -6.346 0.190 0.341
H17 -7.005 -1.104 -0.807
H18 -6.061 0.318 -1.421
H19 -3.872 -2.766 -1.656
H20 -4.669 -1.466 -2.605
H21 -5.595 -2.675 -1.817
H22 -5.431 3.878 0.143
H23 -5.163 4.775 1.666
H24 -5.684 3.073 1.701
H25 -3.233 5.068 -0.256
H26 -1.713 4.677 0.635
H27 -3.100 5.583 1.366
H28 -3.498 2.467 3.204
H29 -3.317 4.189 3.259
H30 -1.965 3.141 2.765
H31 4.879 1.213 1.289
H32 5.157 -0.385 -2.670
H33 4.026 -1.697 -2.347
H34 5.781 -2.010 -2.286
H35 6.669 0.352 -0.820
H36 7.141 -1.248 -0.353
H37 6.456 -0.134 0.875
H38 3.635 -2.487 0.321
H39 4.862 -2.029 1.442
H40 5.281 -3.026 0.022
H41 -0.078 -1.396 0.492
F1 0.247 -7.826 -3.759
C29 0.254 -7.527 -2.440
F2 1.376 -8.143 -1.864
F3 -0.855 -8.188 -1.918
C30 0.202 -6.118 -2.094
C31 -0.104 -5.214 -3.123
C32 -0.185 -3.879 -2.815
N1 0.025 -3.415 -1.570
C33 0.245 -4.299 -0.562
C34 0.322 -5.638 -0.785
H42 -0.245 -5.550 -4.138
H43 -0.386 -3.165 -3.597
H44 0.311 -3.972 0.490
H45 0.505 -6.242 0.105

# 2
The following is a quantum chemistry calculation of a molecular structure, C34H45N7OS, from the OMol25 dataset.

Its HOMO-LUMO gap is 0.301 hartree. The HOMO energy comes out at -8.85 eV. The calculation puts the energy relative to the best compared isomer or geometry (same formula, charge and spin) at 0.0 kJ/mol. The spin multiplicity is 1.

Cartesian coordinates (Å):
O1 3.279 -2.384 2.519
C1 3.406 -1.218 2.793
C2 4.778 -0.625 3.269
C3 4.883 0.797 2.663
C4 5.396 0.845 1.283
C5 5.522 2.034 0.610
C6 5.117 3.228 1.305
N1 5.131 4.496 0.844
S1 4.594 5.463 2.026
N2 4.282 4.388 3.244
C7 4.616 3.225 2.683
C8 4.531 1.930 3.335
C9 2.258 -0.156 2.681
C10 1.849 0.370 1.446
C11 0.845 1.351 1.439
C12 0.228 1.844 2.597
C13 0.625 1.279 3.830
C14 1.624 0.296 3.886
H1 5.623 -1.249 2.946
H2 4.746 -0.470 4.364
H3 5.672 -0.099 0.796
H4 5.921 2.072 -0.407
H5 4.144 1.864 4.360
H6 2.323 0.015 0.527
H7 0.540 1.743 0.465
H8 -0.529 2.632 2.546
H9 0.148 1.661 4.739
H10 1.890 -0.100 4.872
C15 0.927 -3.237 4.769
C16 0.248 -3.949 5.932
C17 -1.249 -3.639 6.014
C18 -1.445 -2.184 6.209
N3 -1.592 -1.055 6.361
H11 0.875 -2.152 4.861
H12 1.983 -3.504 4.720
H13 0.458 -3.524 3.825
H14 0.737 -3.659 6.866
H15 0.386 -5.026 5.821
H16 -1.703 -4.174 6.848
H17 -1.756 -3.948 5.098
C19 1.161 0.592 -4.372
C20 1.813 -0.476 -3.510
C21 0.785 -1.288 -2.716
C22 0.029 -0.403 -1.808
N4 -0.559 0.292 -1.106
H18 0.627 1.327 -3.765
H19 1.917 1.133 -4.945
H20 0.456 0.146 -5.075
H21 2.523 -0.007 -2.825
H22 2.385 -1.148 -4.152
H23 1.289 -2.054 -2.125
H24 0.083 -1.784 -3.388
C23 -4.137 -0.346 -4.193
C24 -3.224 0.656 -4.891
C25 -2.620 0.104 -6.188
C26 -1.806 -1.097 -5.904
N5 -1.179 -2.035 -5.681
H25 -3.593 -1.241 -3.886
H26 -4.567 0.096 -3.294
H27 -4.957 -0.650 -4.848
H28 -2.425 0.946 -4.203
H29 -3.792 1.557 -5.120
H30 -1.986 0.856 -6.660
H31 -3.408 -0.163 -6.893
C27 -5.570 -4.117 3.305
C28 -4.648 -3.086 2.663
C29 -4.010 -3.593 1.369
C30 -3.192 -4.803 1.644
N6 -2.561 -5.741 1.851
H32 -5.026 -5.018 3.594
H33 -6.025 -3.708 4.209
H34 -6.373 -4.405 2.623
H35 -3.867 -2.813 3.377
H36 -5.221 -2.181 2.453
H37 -3.369 -2.825 0.935
H38 -4.777 -3.845 0.635
C31 -0.584 6.004 -5.320
C32 -0.690 4.777 -4.420
C33 -0.909 3.480 -5.205
C34 -2.167 3.551 -5.974
N7 -3.143 3.617 -6.575
H39 -1.506 6.172 -5.879
H40 -0.399 6.897 -4.723
H41 0.236 5.897 -6.034
H42 -1.510 4.923 -3.714
H43 0.227 4.685 -3.834
H44 -0.964 2.633 -4.521
H45 -0.082 3.305 -5.895

# 3
The following is a quantum chemistry calculation of a molecular structure, C34H46BCl3N11NdO6S2, from the OMol25 dataset.

Its HOMO-LUMO gap (alpha / beta) is 0.299 / 0.299 hartree. The HOMO energy (alpha / beta) comes out at -7.74 / -7.75 eV. Its expectation value of S² is 3.753. The spin multiplicity is 4.

Cartesian coordinates (Å):
Nd1 0.169 -0.466 -0.560
C1 -1.024 -3.245 2.414
N1 -1.048 -2.056 3.229
C2 -0.562 -2.225 4.577
C3 -1.732 -0.944 2.847
N2 -1.516 -0.356 1.698
C4 -2.576 0.290 1.064
C5 -3.871 -0.240 1.152
C6 -4.948 0.330 0.505
C7 -4.763 1.465 -0.265
C8 -3.491 1.990 -0.398
C9 -2.385 1.424 0.239
N3 -1.103 1.941 -0.016
C10 -0.932 3.231 0.029
N4 0.128 3.841 -0.560
C11 0.877 3.249 -1.639
C12 0.666 5.082 -0.057
N5 -1.740 4.118 0.726
C13 -2.332 5.264 0.077
C14 -2.358 3.751 1.968
N6 -2.590 -0.465 3.818
C15 -2.996 0.908 3.927
C16 -3.419 -1.358 4.592
H1 -0.014 -3.652 2.346
H2 -1.377 -3.006 1.414
H3 -1.678 -4.011 2.854
H4 0.454 -2.622 4.525
H5 -1.176 -2.922 5.161
H6 -0.531 -1.262 5.082
H7 -4.010 -1.150 1.716
H8 -5.931 -0.114 0.590
H9 -5.593 1.919 -0.785
H10 -3.331 2.841 -1.045
H11 0.577 2.205 -1.754
H12 1.947 3.289 -1.424
H13 0.686 3.810 -2.561
H14 0.195 5.335 0.889
H15 0.514 5.900 -0.768
H16 1.739 4.959 0.110
H17 -1.903 5.402 -0.910
H18 -2.164 6.165 0.673
H19 -3.413 5.117 -0.029
H20 -1.759 2.969 2.421
H21 -3.391 3.400 1.855
H22 -2.350 4.621 2.631
H23 -2.225 1.542 3.510
H24 -3.111 1.154 4.986
H25 -3.947 1.109 3.416
H26 -3.254 -2.392 4.305
H27 -4.474 -1.116 4.413
H28 -3.223 -1.244 5.663
B1 3.826 0.606 -0.479
N7 3.246 0.320 -1.878
C17 4.002 -0.058 -2.908
C18 3.175 -0.407 -3.959
C19 1.896 -0.214 -3.461
N8 1.947 0.234 -2.196
N9 2.867 1.479 0.374
C20 3.259 2.527 1.105
C21 2.268 2.821 2.028
C22 1.283 1.875 1.772
N10 1.649 1.076 0.763
H29 3.971 -0.427 0.105
H30 4.844 1.212 -0.604
H31 5.071 -0.060 -2.840
H32 3.453 -0.763 -4.929
H33 0.960 -0.401 -3.952
H34 4.210 2.998 0.942
H35 2.268 3.583 2.782
H36 0.354 1.714 2.288
O1 -2.508 -2.615 -2.784
S1 -1.429 -2.474 -1.830
O2 -0.279 -1.748 -2.353
O3 -1.869 -1.846 -0.578
C23 -0.922 -4.135 -1.408
C24 -1.883 -5.125 -1.534
C25 -1.589 -6.430 -1.176
C26 -0.326 -6.737 -0.693
C27 0.624 -5.740 -0.555
C28 0.332 -4.434 -0.916
S2 1.464 -3.142 -0.356
O4 2.399 -3.825 0.510
O5 2.073 -2.392 -1.428
O6 0.551 -2.281 0.416
H37 -2.853 -4.836 -1.904
H38 -2.337 -7.202 -1.277
H39 -0.089 -7.749 -0.402
H40 1.604 -5.942 -0.151
Cl1 2.148 -1.382 2.369
C29 2.997 -0.378 3.631
Cl2 1.866 0.390 4.725
H41 3.554 0.414 3.132
H42 3.646 -1.019 4.226
Cl3 -1.130 2.129 -6.380
C30 -1.763 1.366 -4.971
C31 -3.040 0.825 -4.974
C32 -3.476 0.230 -3.805
C33 -2.641 0.206 -2.696
N11 -1.418 0.728 -2.695
C34 -0.990 1.293 -3.821
H43 -3.658 0.868 -5.857
H44 -4.448 -0.227 -3.746
H45 -2.978 -0.256 -1.780
H46 0.008 1.709 -3.815

# 4
The following is a quantum chemistry calculation of 5 unconnected molecules or ions with the total composition C34H46BF7N5O5, from the OMol25 dataset.

As for the charge: -1. Its HOMO-LUMO gap is 0.252 hartree. The HOMO energy comes out at -4.84 eV. The calculation puts the energy relative to the best compared isomer or geometry (same formula, charge and spin) at 89.0 kJ/mol. The spin multiplicity is 1.

Cartesian coordinates (Å):
C1 1.114 -2.055 1.590
C2 0.936 -1.955 0.295
C3 0.124 -0.831 -0.372
C4 0.916 0.387 -0.954
O1 0.422 1.272 -1.537
C5 2.466 0.519 -0.744
F1 2.713 0.691 0.576
F2 3.103 -0.655 -1.072
C6 3.138 1.620 -1.609
F3 2.847 1.520 -2.909
F4 4.485 1.393 -1.523
C7 2.922 3.104 -1.124
F5 2.008 3.237 -0.150
F6 4.067 3.678 -0.739
C8 2.422 3.959 -2.354
O2 3.177 4.469 -3.085
O3 1.067 4.127 -2.551
O4 -0.682 -0.381 0.708
B1 -2.096 -0.050 0.342
C9 -3.296 -0.910 1.094
C10 -4.525 -1.262 0.173
C11 -5.452 -0.042 -0.036
C12 -5.150 0.755 -1.325
C13 -6.938 -0.536 -0.156
C14 -2.368 1.507 0.796
N1 -1.170 2.414 0.615
C15 -0.543 2.703 1.912
O5 -2.082 -0.368 -1.103
C16 -1.015 -1.200 -1.428
C17 -1.270 -2.688 -1.757
C18 -1.654 -3.580 -0.555
F7 -2.839 -4.300 -0.763
H1 1.604 -2.949 1.998
H2 0.843 -1.276 2.304
H3 1.402 -2.734 -0.330
H4 0.799 4.952 -2.115
H5 -3.734 -0.333 1.939
H6 -2.956 -1.866 1.558
H7 -5.114 -2.005 0.756
H8 -4.241 -1.774 -0.761
H9 -5.433 0.639 0.833
H10 -4.092 1.014 -1.471
H11 -5.513 0.233 -2.228
H12 -5.727 1.704 -1.268
H13 -7.062 -1.036 -1.133
H14 -7.202 -1.220 0.667
H15 -7.618 0.339 -0.171
H16 -2.646 1.604 1.873
H17 -3.208 1.980 0.241
H18 -1.536 3.316 0.308
H19 -1.268 3.150 2.628
H20 -0.066 1.803 2.338
H21 0.211 3.495 1.708
H22 -0.719 -0.789 -2.426
H23 -0.399 -3.088 -2.302
H24 -2.124 -2.720 -2.461
H25 -1.650 -3.034 0.398
H26 -0.865 -4.357 -0.462
N2 5.721 -1.767 -1.170
C19 6.802 -1.860 -1.999
C20 7.545 -2.945 -1.608
C21 6.879 -3.531 -0.500
C22 5.756 -2.782 -0.257
H27 5.007 -1.060 -1.222
H28 6.952 -1.148 -2.794
H29 8.462 -3.281 -2.065
H30 7.188 -4.403 0.055
H31 4.982 -2.883 0.486
N3 2.749 3.332 3.471
C23 3.759 4.250 3.554
C24 3.828 4.690 4.849
C25 2.822 4.006 5.580
C26 2.175 3.175 4.703
H32 2.470 2.848 2.634
H33 4.340 4.511 2.684
H34 4.524 5.420 5.231
H35 2.598 4.112 6.629
H36 1.358 2.487 4.848
N4 1.498 -6.809 0.965
C27 0.273 -7.355 0.697
C28 0.472 -8.519 0.003
C29 1.875 -8.686 -0.148
C30 2.480 -7.616 0.458
H37 1.653 -5.948 1.460
H38 -0.631 -6.866 1.021
H39 -0.301 -9.178 -0.355
H40 2.381 -9.497 -0.645
H41 3.521 -7.359 0.570
N5 -2.724 4.866 -2.096
C31 -3.000 6.177 -1.809
C32 -4.362 6.317 -1.757
C33 -4.928 5.040 -2.018
C34 -3.891 4.169 -2.220
H42 -1.805 4.472 -2.199
H43 -2.206 6.892 -1.667
H44 -4.894 7.233 -1.553
H45 -5.977 4.790 -2.052
H46 -3.880 3.114 -2.440

# 5
The following is a quantum chemistry calculation of 10 unconnected molecules or ions with the total composition C34H46F6N4O18, from the OMol25 dataset.

As for the charge: +1. Its HOMO-LUMO gap (alpha / beta) is 0.325 / 0.100 hartree. The HOMO energy (alpha / beta) comes out at -12.52 / -12.52 eV. Its expectation value of S² is 0.754. The spin multiplicity is 2.

Cartesian coordinates (Å):
C1 -24.000 -6.620 2.959
C2 -23.774 -6.332 4.473
C3 -22.609 -5.390 4.709
C4 -22.499 -4.857 6.032
N1 -22.399 -4.438 7.094
H1 -24.735 -7.341 2.602
H2 -23.102 -7.012 2.481
H3 -24.183 -5.675 2.447
H4 -23.580 -7.256 5.017
H5 -24.677 -5.843 4.836
H6 -22.722 -4.564 4.007
H7 -21.659 -5.901 4.554
C5 -15.823 -1.295 11.214
C6 -15.866 -0.289 12.455
C7 -17.134 -0.271 13.304
C8 -17.557 -1.529 13.830
N2 -17.879 -2.540 14.342
H8 -15.814 -2.344 11.507
H9 -14.820 -1.162 10.807
H10 -16.586 -1.047 10.475
H11 -15.706 0.706 12.040
H12 -14.971 -0.446 13.057
H13 -17.984 0.159 12.774
H14 -17.036 0.485 14.083
C9 -16.061 2.857 8.031
C10 -16.594 2.232 6.716
C11 -15.495 1.645 5.871
C12 -14.697 2.651 5.211
N3 -14.083 3.492 4.735
H15 -15.557 2.091 8.619
H16 -16.856 3.261 8.658
H17 -15.378 3.692 7.873
H18 -17.102 2.997 6.129
H19 -17.363 1.534 7.048
H20 -15.969 1.105 5.050
H21 -14.896 0.942 6.450
C13 -18.944 -2.572 10.801
C14 -18.579 -3.692 9.810
C15 -19.172 -3.422 8.398
C16 -18.881 -2.091 7.891
N4 -18.661 -1.028 7.436
H22 -18.385 -2.753 11.719
H23 -19.985 -2.626 11.120
H24 -18.840 -1.531 10.495
H25 -19.036 -4.568 10.270
H26 -17.498 -3.814 9.729
H27 -20.257 -3.521 8.413
H28 -18.952 -4.252 7.727
C17 -19.340 -7.910 11.492
C18 -18.019 -8.445 11.844
O1 -17.139 -7.756 11.035
C19 -17.685 -6.994 10.178
O2 -17.107 -6.344 9.292
O3 -18.975 -7.146 10.283
F1 -17.911 -9.732 11.440
H29 -19.658 -7.269 12.314
H30 -20.014 -8.755 11.344
H31 -17.767 -8.364 12.902
C20 -21.056 1.404 9.940
C21 -19.814 2.213 10.110
O4 -19.855 3.161 9.127
C22 -20.744 2.872 8.293
O5 -20.838 3.408 7.218
O6 -21.410 1.675 8.644
F2 -18.772 1.384 9.903
H32 -21.824 1.796 10.607
H33 -20.973 0.324 10.058
H34 -19.741 2.477 11.165
C23 -22.983 -3.690 12.479
C24 -22.741 -4.761 11.441
O7 -21.776 -5.529 12.046
C25 -21.082 -4.775 12.916
O8 -20.002 -5.057 13.422
O9 -21.692 -3.648 13.036
F3 -22.213 -4.253 10.297
H35 -23.778 -3.843 13.209
H36 -23.199 -2.744 11.981
H37 -23.559 -5.387 11.084
C26 -16.845 -2.402 4.712
C27 -16.322 -3.379 5.717
O10 -17.152 -4.497 5.515
C28 -18.301 -4.166 4.933
O11 -19.309 -4.840 4.847
O12 -18.157 -2.899 4.400
F4 -16.447 -2.922 7.002
H38 -16.212 -2.412 3.824
H39 -16.933 -1.477 5.282
H40 -15.316 -3.773 5.575
C29 -22.147 0.665 14.583
C30 -20.944 0.437 13.782
O13 -20.538 1.748 13.419
C31 -21.491 2.588 13.570
O14 -21.409 3.774 13.216
O15 -22.532 1.991 14.228
F5 -21.051 -0.317 12.679
H41 -21.956 0.592 15.654
H42 -22.916 -0.035 14.255
H43 -20.206 0.010 14.461
C32 -21.243 -0.417 5.417
C33 -20.295 0.546 4.894
O16 -20.957 1.240 3.862
C34 -22.161 0.803 3.731
O17 -23.024 1.288 2.951
O18 -22.398 -0.083 4.625
F6 -19.279 -0.103 4.398
H44 -21.355 -0.272 6.491
H45 -20.896 -1.432 5.222
H46 -19.907 1.186 5.687

Number 1: energy -4339.1795 a.u.. Number 2: energy -2179.2380 a.u.. Number 3: energy -5140.3451 a.u.. Number 4: energy -2697.0664 a.u.. Number 5: energy -3495.2948 a.u..